Molecular formula: C36H74ClN2O13S
Method: DFT, ωB97M-V/def2-TZVPD

CARTESIAN COORDINATES (ANGSTROEM)
Cl: -2.95120 1.60281 -3.36301
S: -0.20104 -1.65046 2.54532
O: 6.51846 -0.23056 -0.75665
O: -1.66098 3.87555 -0.38974
O: 2.59743 1.92639 -1.67268
O: -4.17305 4.95566 -0.86469
O: 9.50457 -4.55050 3.90627
O: 6.22461 -1.28080 1.14830
O: -9.44140 0.26466 -2.39577
O: 9.60108 -2.94714 2.41761
O: -4.24902 4.07214 1.29990
O: 0.46372 2.53504 -2.92321
O: -6.56154 2.11802 -2.54217
O: -0.91835 -4.14032 -0.31517
O: -0.70280 -5.91888 0.94570
N: -4.01567 1.86387 -0.56346
N: -4.58457 1.25657 1.77353
C: 6.98320 -0.56539 0.30405
C: -1.85197 3.71687 1.01278
C: -4.86095 4.15580 0.04598
C: -1.46722 -1.54972 1.24514
C: -0.31183 3.55053 -2.32057
C: -7.87550 2.09521 -1.96196
C: 8.36568 -0.13155 0.73121
C: -5.20262 2.79658 -0.58630
C: -4.71056 6.26276 -1.04535
C: -3.19165 3.13275 1.43676
C: 3.79008 1.58173 -0.96845
C: 6.71954 -0.84852 3.50086
C: 2.89149 2.42998 -2.96550
C: 1.11604 -7.08896 2.07836
C: -0.29581 -5.14250 -0.06964
C: -3.99700 0.35498 -2.65327
C: -9.22161 -0.52229 -3.55857
C: -4.37060 0.55789 -1.17430
C: 1.61143 2.96697 -3.62431
C: 11.48464 -4.38937 2.44206
C: -2.33440 0.78627 0.99831
C: -4.25790 7.24870 0.04580
C: -3.55217 1.73996 0.88989
C: 9.94805 -5.79938 4.45382
C: -2.62750 -0.60302 1.60755
C: -0.13765 -7.20326 1.23694
C: -9.10914 0.35024 -4.79982
C: 0.96465 -5.48983 -0.82306
C: -8.28026 0.63648 -1.70346
C: 4.04120 2.55640 0.15823
C: 11.03042 -5.60614 5.49480
C: 10.12496 -3.92131 2.89816
C: -0.75137 2.96531 -0.99858
C: -5.69904 3.09712 -2.00781
C: -3.30967 -1.00184 -2.83089
C: 6.73640 -1.85230 2.36687
H: 1.79154 -4.91998 -0.40125
H: 11.92523 -5.15295 5.06835
H: -3.11085 2.95092 2.50358
H: -8.43802 0.45843 -0.63900
H: 11.30772 -6.56298 5.93677
H: 0.21301 4.49191 -2.18707
H: 7.05394 -1.31791 4.42627
H: 0.14923 2.79095 -0.41148
H: -1.24715 2.03516 -1.25704
H: -3.43866 6.80695 0.59403
H: 1.49275 -8.07898 2.33541
H: 9.00758 -0.13497 -0.14668
H: -2.30698 -0.90761 -2.42300
H: 3.64309 3.21832 -2.89368
H: -0.90747 -7.73203 1.79572
H: 9.06545 -6.23429 4.91888
H: -3.90532 8.15055 -0.43394
H: 5.71123 -0.45823 3.64989
H: 5.01656 2.38391 0.60307
H: -1.80725 4.70953 1.45550
H: -5.18235 1.99452 2.12530
H: 0.55735 -0.56737 2.30315
H: -8.38738 -1.21492 -3.45287
H: 4.05092 3.55873 -0.26011
H: -6.25421 4.03254 -1.93952
H: 1.65677 4.04292 -3.76756
H: -2.63008 -0.51251 2.68230
H: -3.54937 -1.04126 1.23847
H: 1.90443 -6.54598 1.55708
H: -1.83620 -2.54146 1.03967
H: -3.98834 -0.28206 -0.61287
H: -4.29131 6.61596 -1.97971
H: 7.36813 0.00324 3.29475
H: 3.32589 1.62240 -3.55681
H: -5.44402 0.46327 -1.09513
H: 0.02584 -7.76830 0.31854
H: 1.21487 -6.54736 -0.81245
H: 3.30082 2.45607 0.94625
H: -1.58060 1.20150 1.64715
H: -1.19803 3.70862 -2.93960
H: -4.87877 3.30770 -2.67510
H: -6.02755 2.38946 -0.01594
H: 4.65535 1.61759 -1.62315
H: -3.20652 -1.19489 -3.89114
H: 6.06265 -2.67601 2.60224
H: 11.55427 -4.23439 1.36810
H: 0.90300 -6.54497 2.99847
H: 1.56142 2.52377 -4.61733
H: -9.24635 -0.21159 -5.71560
H: -8.55624 2.47065 -2.71861
H: -0.94914 -1.23564 0.34405
H: 12.24531 -3.78701 2.93662
H: -7.43241 0.01125 -1.98029
H: 10.25056 -6.48129 3.65838
H: -3.26136 2.37571 -1.05006
H: -5.09226 7.49652 0.69230
H: -5.79219 6.26702 -1.18086
H: 8.30820 0.88341 1.12345
H: 11.68167 -5.44133 2.63009
H: -9.86863 1.11899 -4.72144
H: -8.13637 0.83896 -4.81783
H: -7.93953 2.70135 -1.06222
H: -5.13611 0.48911 1.41393
H: -3.84090 -1.78679 -2.30597
H: -1.92327 0.57130 0.02124
H: 3.72847 0.56394 -0.60095
H: -1.00170 3.18833 1.42783
H: -5.83208 4.61784 0.22623
H: 7.72846 -2.28428 2.21515
H: 8.82756 -0.77945 1.47083
H: 0.83014 -5.20023 -1.86240
H: -10.11081 -1.13531 -3.67473
H: 10.67803 -4.94396 6.28549
H: -4.90332 0.30983 -3.23693

Output
**Highest occupied orbital energy**: -0.398 Eh
**Total charge**: +1
**Multiplicity**: 1
**HOMO-LUMO gap**: 9.08 eV

Results of the Löwdin charge analysis, in e, for atoms 1 through 2: atom 1 (Cl): 0.797, atom 2 (S): 0.728